[1]
Formula: C9H9Cl16FN3O
Source: the Open Molecules 2025 dataset
Level of theory: ωB97M-V/def2-TZVPD

Values from the calculation:
Net charge: +1
LUMO energy, eV: -3.5351

CARTESIAN COORDINATES (ANGSTROEM)
O1 1.22901 0.17922 3.32315
C1 1.21972 0.32385 2.17004
N1 1.21374 0.34680 0.89932
N2 -0.06184 0.15512 0.33005
C2 -0.59627 -1.26623 0.46661
C3 -2.12474 -1.31596 0.93983
N3 -2.18295 -0.55876 2.21839
C4 -2.07211 0.88029 1.84287
C5 -1.08032 1.21144 0.65831
F1 -0.50498 2.49897 0.82659
H1 0.09444 0.25577 -0.69750
H2 0.03800 -1.91997 1.12725
H3 -0.58847 -1.76630 -0.56135
H4 -2.35401 -2.42050 1.10001
H5 -2.81273 -0.91140 0.12742
H6 -3.15160 -0.67634 2.56465
H7 -1.70055 1.43013 2.77508
H8 -3.08558 1.35682 1.61499
H9 -1.72030 1.31770 -0.28231
C6 1.97708 3.02389 -2.05047
Cl1 1.57974 1.30969 -2.33847
Cl2 2.53262 3.23279 -0.37848
Cl3 3.25797 3.51934 -3.16440
Cl4 0.53317 4.01668 -2.32273
C7 0.16703 -1.79748 -4.85777
Cl5 0.49779 -0.52482 -6.04399
Cl6 -1.42675 -2.50503 -5.17296
Cl7 1.40894 -3.05498 -4.97287
Cl8 0.18816 -1.09502 -3.21937
C8 6.75341 0.97333 -2.88070
Cl9 6.98902 2.27562 -4.06203
Cl10 5.25902 1.26872 -1.96785
Cl11 6.63016 -0.58003 -3.72849
Cl12 8.12948 0.93083 -1.76380
C9 -4.84732 -2.02415 5.49853
Cl13 -3.16255 -2.55170 5.31246
Cl14 -5.30518 -1.01142 4.10982
Cl15 -5.90776 -3.44160 5.56838
Cl16 -5.01249 -1.08535 6.99176

Cartesian forces (eV/Å) of the 6 atoms listed first:
0.4 0.7 -2.1
-0.6 -1.0 0.3
0.7 0.3 2.4
-0.1 -0.2 -1.1
-2.0 -2.3 -0.8
1.1 -0.5 -0.1



[2]
Formula: C7H11BN2S3
Source: the Open Molecules 2025 dataset
Level of theory: ωB97M-V/def2-TZVPD

Values from the calculation:
LUMO energy, eV: -1.0011
SMILES: S=C(SCCCBS)n1ccnc1

CARTESIAN COORDINATES (ANGSTROEM)
S1 2.93642 -1.01588 2.51598
C1 2.10108 -1.04221 1.06008
S2 0.85338 -2.36139 0.63011
C2 -0.20745 -1.67964 -0.72905
C3 -1.65681 -1.16858 -0.26492
C4 -1.66150 -0.23839 1.04676
B1 -2.14533 1.29736 0.77886
S3 -3.63558 1.74890 -0.27600
N1 2.27152 0.00586 0.01209
C5 1.48694 1.19689 0.17135
C6 1.81091 2.07328 -1.05242
N2 2.77808 1.28071 -1.80118
C7 3.07405 0.01895 -1.18840
H1 0.27357 -0.84725 -1.34071
H2 -0.38600 -2.54798 -1.46907
H3 -2.08766 -0.53433 -1.12035
H4 -2.28848 -2.10983 -0.06236
H5 -2.44185 -0.69890 1.76767
H6 -0.67636 -0.20222 1.61705
H7 -1.56023 2.18849 1.29002
H8 -4.74361 1.04521 0.17616
H9 0.79534 1.33006 1.05708
H10 1.36113 3.08252 -1.29046
H11 3.74845 -0.82160 -1.52827

Cartesian forces (eV/Å) of the 6 atoms listed first:
-1.4 -0.2 -2.6
0.1 -0.1 0.1
1.1 1.8 -0.1
-1.0 0.3 -1.3
0.3 -0.2 0.4
-0.7 0.2 0.3



The calculation returns the following calculated total energy values, one per record and in order: -219062.1248, -43595.9354 eV.